{"formula": "C3H4N2O3", "method": "the ωB97M-V functional and the def2-TZVPD basis", "elements": ["C", "C", "C", "N", "N", "O", "O", "O", "H", "H", "H", "H"], "xyz": [[0.490, -0.077, 0.816], [-1.579, -0.185, 0.047], [-0.684, -0.899, -0.791], [1.249, 1.146, 0.303], [0.496, -1.005, -0.215], [-0.753, 0.246, 1.096], [-2.768, 0.044, -0.144], [1.175, 1.173, -1.075], [0.972, -0.410, 1.752], [-0.872, -1.208, -1.751], [0.940, 1.982, 0.754], [1.336, -0.806, -0.795]], "atomic_forces_ev_per_a": [[3.5, 0.6, 2.0], [-1.7, 0.0, -1.7], [-1.4, 0.4, 0.3], [-0.5, -1.6, -3.9], [3.0, -1.0, -0.6], [-3.9, 1.1, 1.1], [1.9, 0.1, 1.3], [0.5, 1.0, 3.6], [0.1, 0.1, -0.4], [-0.5, -0.8, -1.9], [-0.2, 1.0, 0.1], [-0.8, -0.8, 0.1]], "relative_energy_kcal_mol": 109.5, "total_charge": 0, "gap_ha": [0.356, 0.255], "total_energy_ev": -12294.2460}